[1]
# C22H50N16O6

A 10-piece molecular cluster, C22H50N16O6 overall in a non-equilibrium geometry (wB97M-V/def2-TZVPD, the Open Molecules 2025 dataset).

The geometry in XYZ format:
```
94
Properties=species:S:1:pos:R:3:forces:R:3
C -0.78694 -2.90777 -2.67937 -1.61 1.83 1.99
O -0.80163 -3.53579 -1.64708 0.73 -1.51 1.58
N -1.53003 -1.78607 -2.78647 -0.70 0.82 -0.86
N -0.02521 -3.10583 -3.71569 2.09 -1.17 -3.07
H -1.94256 -1.35005 -1.97419 -0.05 -0.27 -0.37
H -1.52657 -1.33827 -3.69177 -0.32 0.57 0.48
H -0.27599 -2.66388 -4.58854 0.40 -0.03 0.10
H 0.64593 -3.85952 -3.75609 -0.46 -0.01 0.15
C -0.93125 -1.17699 4.62892 -2.78 2.80 0.26
O -2.12344 -0.93685 4.41643 0.03 0.46 -0.98
N -0.50892 -2.31322 5.01588 2.17 -5.06 1.43
N 0.04459 -0.26134 4.71247 0.52 1.58 -0.49
H -0.98797 -3.18619 4.84692 -0.17 0.27 -0.02
H 0.47222 -2.37971 5.24616 -0.19 -0.46 -0.11
H 0.96187 -0.63780 4.90473 0.27 0.98 -0.32
H -0.17770 0.69210 4.46422 0.49 -0.27 0.16
C 0.31919 0.00374 -5.79878 0.59 -1.62 0.67
O -0.75665 -0.06094 -6.31385 -2.19 -0.40 -1.96
N 1.28271 -0.91152 -5.96433 1.15 -2.05 -1.41
N 0.55058 0.83865 -4.83882 0.22 3.21 2.58
H 1.05305 -1.57931 -6.68642 0.52 0.05 0.04
H 2.22985 -0.85408 -5.61832 -0.37 0.13 -0.20
H 1.33746 0.81722 -4.20599 -0.38 0.09 -0.25
H -0.27329 1.39966 -4.67569 0.33 0.65 0.58
C 3.15865 -0.35716 3.43766 1.13 0.32 -1.50
O 3.18857 -1.18303 4.29559 -0.79 -2.79 2.62
N 3.36995 0.90542 3.70887 0.09 4.82 1.36
N 3.14232 -0.62041 2.14272 -0.69 -1.32 -2.13
H 3.36087 1.24694 4.65933 -0.01 -0.58 -0.08
H 3.37605 1.66031 3.03789 -0.04 -0.51 -0.34
H 3.12903 -1.60051 1.89913 -0.11 0.20 -0.01
H 3.09046 0.05742 1.39575 0.23 0.13 0.32
C 3.55709 2.19822 -0.69709 1.81 2.82 1.31
O 3.44823 1.72959 0.38557 -0.85 -1.57 3.75
N 3.53006 1.54092 -1.77985 -1.27 -3.68 -4.62
N 3.98801 3.43925 -0.91752 0.12 2.16 0.48
H 3.77530 2.04816 -2.61810 0.13 -1.12 -0.09
H 3.55482 0.54330 -1.62411 -0.13 0.00 -0.88
H 4.39815 3.87692 -0.10492 -0.42 0.70 -0.59
H 3.82020 3.82376 -1.83627 0.50 0.71 0.69
C -2.87031 4.07849 -4.89420 5.38 -1.75 2.09
O -1.70761 3.71504 -4.66169 -0.20 0.17 -0.11
N -3.88774 3.65591 -4.18521 -2.42 -1.90 1.68
N -3.20357 4.96211 -5.75408 -2.07 2.77 -3.36
H -3.65105 2.86197 -3.60751 -0.34 -0.15 0.14
H -4.77600 3.65956 -4.66592 -0.14 -0.32 0.63
H -4.20425 4.86651 -5.85210 0.24 1.64 -1.11
H -2.60706 5.62248 -6.23178 -0.25 -0.57 0.06
C -0.63096 -0.65283 0.65897 -0.20 0.52 0.36
C -0.03516 0.79394 0.49676 -1.46 -0.91 -0.26
C -0.08046 1.43182 -0.89479 -0.09 -0.03 -0.92
C -1.43480 1.67487 -1.51333 -1.50 -0.52 -0.68
N -2.48453 1.85493 -2.00588 2.62 -0.49 1.31
H -0.96484 -0.73590 1.69324 0.03 0.06 0.20
H 0.01306 -1.52376 0.53722 0.24 0.49 -0.43
H -1.55419 -0.80369 0.09952 0.03 0.13 -0.31
H 1.00217 0.76199 0.82997 -0.23 0.54 0.30
H -0.73831 1.39496 1.07334 0.73 0.23 0.67
H 0.57452 0.82111 -1.51619 -0.49 -0.16 -0.68
H 0.36872 2.42275 -0.96108 0.16 0.08 0.61
C 0.11387 3.74582 4.05932 -1.89 -0.56 0.70
C -1.16794 4.37331 3.46337 0.38 1.73 -0.03
C -1.80687 3.90622 2.14738 1.46 0.60 -0.15
C -0.82737 4.21296 1.07011 -1.72 -0.45 0.72
N -0.12277 4.49198 0.21898 0.90 0.23 -0.68
H 0.68097 4.43720 4.68261 -0.08 0.25 -0.35
H 0.78550 3.24016 3.36555 -0.31 -0.18 0.05
H -0.43480 3.13109 4.77288 1.26 -1.20 0.22
H -0.88200 5.42246 3.38830 -0.43 0.30 -0.81
H -2.01442 4.45286 4.14547 0.32 -0.58 0.61
H -2.69620 4.52720 2.03981 0.01 -0.15 -0.45
H -2.09314 2.85586 2.09361 0.07 0.01 0.22
C -4.08908 -2.79717 1.74272 -0.12 -1.19 0.48
C -3.26726 -3.56566 0.72362 1.79 -0.16 -0.14
C -2.40095 -4.83562 1.19779 -1.14 1.12 -0.56
C -1.84115 -4.68909 2.51296 -0.57 -0.10 -0.34
N -1.48114 -4.60313 3.58924 0.49 -0.06 1.01
H -4.75218 -2.07681 1.26368 -0.01 -0.15 -0.02
H -3.52529 -2.28773 2.52420 0.33 0.03 -0.19
H -4.65728 -3.57369 2.25485 -0.64 0.33 0.26
H -2.51847 -2.88605 0.31675 -0.10 -0.05 -0.40
H -3.87330 -3.95567 -0.09412 -0.05 0.23 -0.02
H -1.56745 -4.99288 0.51320 -0.25 -0.03 -0.30
H -3.06372 -5.70097 1.19919 0.20 -0.17 0.05
N 1.78821 -2.99674 -0.13236 0.53 -0.51 1.85
C 2.95918 -2.42052 -0.54637 -1.05 -1.43 -1.00
C 3.91609 -3.00399 0.20263 3.40 1.15 1.53
C 3.43843 -3.69538 1.34698 -3.35 -0.08 -2.57
C 2.03836 -3.74787 1.02984 0.74 0.35 -0.46
H 0.93734 -2.96304 -0.67548 -0.38 -0.30 0.36
H 2.96733 -1.89419 -1.48941 0.27 0.04 0.12
H 4.97199 -2.78996 0.12726 0.09 0.19 -0.27
H 4.01370 -4.11172 2.16069 -0.32 -0.06 -0.14
H 1.20704 -4.28652 1.46013 0.12 0.14 0.26
```
Positions in Å, forces in eV/Å.

**Gap between HOMO and LUMO**: 0.303 Ha
**SMILES**: c1cc[nH]c1.NC(N)=O.NC(N)=O.NC(N)=O.NC(N)=O.NC(N)=O.NC(N)=O.CCCC#N.CCCC#N.CCCC#N
**E_HOMO**: -8.4 eV
**Lowest unoccupied orbital energy**: -0.170 eV

***

[2]
# C12H17N

A 2-piece molecular cluster, C12H17N overall in a non-equilibrium geometry (wB97M-V/def2-TZVPD, the Open Molecules 2025 dataset).

The geometry in XYZ format:
```
30
Properties=species:S:1:pos:R:3:forces:R:3
C -2.78110 -1.10568 1.80610 -0.73 -2.40 -0.04
C -2.48261 0.31572 2.00728 -1.30 2.96 2.94
C -4.26680 -1.31271 1.56833 0.72 -1.88 4.19
H -2.23461 -1.65269 0.99782 -0.04 0.66 0.65
H -2.66423 -1.68981 2.75328 0.73 0.60 -0.63
H -1.77176 0.42040 2.87094 -0.54 0.20 -0.75
H -4.82452 -0.75028 2.33578 0.14 -0.12 -0.24
H -4.55183 -0.97767 0.67265 -1.41 0.82 -3.68
H -3.54152 0.84298 2.39818 2.91 -1.06 -0.95
H -2.09650 0.96390 1.23037 -0.06 -0.36 -0.55
H -4.45877 -2.38050 1.82142 -0.39 0.58 -0.95
C 2.90252 2.84160 -0.64122 4.78 1.61 0.32
C 1.79218 -0.62579 -0.59740 -1.98 -2.20 -2.05
C 2.00654 0.59303 -1.26936 -1.88 -1.58 -0.03
C 2.65008 1.46090 -0.34287 -0.93 -0.20 -1.50
C 2.92933 0.75348 0.74357 0.84 -0.59 0.84
C 0.88759 -1.74634 -1.10616 1.02 2.02 0.36
C 0.25974 -1.52860 -2.34567 2.01 0.92 1.22
C 0.60222 -0.33119 -3.05449 -0.04 0.92 -0.63
C 1.41811 0.68210 -2.54051 0.33 -0.13 -0.89
N 2.49319 -0.53773 0.54110 -0.62 -2.66 3.19
H 0.68230 -2.65911 -0.49397 0.40 0.95 -0.60
H -0.31321 -2.30973 -2.81549 -0.33 0.03 0.04
H 2.29872 -1.25922 1.28344 0.72 1.50 -0.97
H 0.20487 -0.11440 -4.07524 0.28 -0.60 0.93
H 3.60582 1.07351 1.51860 -0.29 -0.34 0.44
H 1.78801 1.49326 -3.18941 -0.84 -0.24 0.17
H 4.09195 2.97253 -0.46023 -2.22 -0.08 -0.69
H 2.57989 3.57647 0.11021 -0.81 -0.11 -0.87
H 2.79437 2.99158 -1.72707 -0.46 0.78 0.73
```
Positions in Å, forces in eV/Å.

**Gap between HOMO and LUMO**: 0.320 Ha
**SMILES**: Cc1c[nH]c2ccccc12.CCC
**E_HOMO**: -7.9 eV
**Lowest unoccupied orbital energy**: 0.828 eV
**ΔE to the lowest compared entry with this formula, charge and spin**: 247.1 kJ/mol